# C22H22F3N2O2PbSe2

A molecular structure, C22H22F3N2O2PbSe2 (the ωB97M-V functional and the def2-TZVPD basis, OMol25).

The geometry in XYZ format:
```
54
Properties=species:S:1:pos:R:3:forces:R:3:nbo_charge:R:1
Pb 0.087 -0.637 0.524 0.3 0.2 -0.1 1.2093
O 4.889 1.837 -1.751 1.5 0.1 -0.4 -0.7344
C 3.718 2.437 -2.224 -0.8 0.0 -0.2 -0.0462
C 2.532 1.670 -1.562 0.1 0.0 -0.1 -0.1568
C 1.236 2.335 -2.010 -0.2 0.1 0.8 -0.0596
O 0.930 2.164 -3.376 0.5 1.3 -0.7 -0.7199
C 2.741 1.814 -0.046 -0.3 0.1 0.4 -0.5123
Se 1.227 1.700 1.279 -0.2 -1.2 -0.6 -0.0712
C 2.650 0.195 -1.985 0.2 0.0 -0.2 -0.5316
Se 1.124 -1.089 -1.918 -0.2 0.4 1.1 -0.0347
H 5.685 2.176 -2.218 -0.9 -0.3 0.4 0.4908
H 3.621 2.390 -3.326 0.1 -0.2 0.4 0.1779
H 3.666 3.507 -1.946 0.0 -0.3 0.1 0.1658
H 1.294 3.398 -1.697 -0.2 -0.3 -0.3 0.1778
H 0.422 1.886 -1.434 -0.1 0.1 -0.1 0.1790
H 1.135 3.012 -3.841 -0.3 -1.2 0.5 0.4817
H 2.998 2.846 0.186 0.3 0.1 -0.1 0.2311
H 3.555 1.167 0.292 -0.3 0.2 0.0 0.2360
H 3.518 -0.260 -1.490 -0.4 0.1 -0.2 0.2343
H 2.838 0.170 -3.060 0.0 -0.1 0.0 0.2445
C 3.405 -3.225 2.664 -0.3 0.4 -0.3 -0.2399
C 2.658 -4.082 3.447 -0.3 -0.2 0.3 -0.1267
C 1.271 -3.991 3.458 -0.3 0.3 -0.7 -0.2152
C 0.639 -3.046 2.627 0.6 -0.3 0.1 0.1998
N 1.393 -2.253 1.838 -0.2 0.1 0.2 -0.5064
C 2.725 -2.318 1.865 -0.1 -0.5 0.4 0.0780
C -0.843 -2.872 2.547 -0.1 -0.3 0.1 -0.0329
C -1.723 -3.704 3.288 1.0 0.6 -0.4 -0.1779
C -3.091 -3.526 3.223 0.3 -0.1 -0.3 -0.1948
C -3.600 -2.549 2.387 -0.1 0.3 -0.2 -0.1656
C -2.758 -1.723 1.647 0.0 -0.1 0.0 -0.2466
C -1.387 -1.889 1.716 0.4 0.2 -0.1 -0.2848
H 4.479 -3.248 2.663 0.2 0.0 0.0 0.2405
H 3.166 -4.821 4.052 -0.1 0.0 0.1 0.2372
H 0.663 -4.683 4.030 0.3 0.2 0.1 0.2301
H 3.268 -1.647 1.229 0.1 0.3 -0.3 0.2080
H -1.297 -4.485 3.907 -0.2 0.1 0.0 0.2173
H -3.737 -4.189 3.771 -0.2 0.0 0.1 0.2348
H -4.665 -2.414 2.273 -0.1 0.0 0.1 0.2288
H -3.191 -0.967 1.015 -0.1 0.1 -0.2 0.2249
F -4.153 4.538 -2.581 -0.7 -1.4 0.2 -0.3090
C -4.685 3.280 -2.462 -0.9 0.5 -0.4 0.9683
F -5.832 3.358 -1.695 1.3 0.2 -1.1 -0.3149
F -5.016 2.846 -3.706 0.1 0.6 1.1 -0.3076
C -3.725 2.338 -1.810 1.5 -1.6 0.6 -0.0606
C -3.248 2.612 -0.522 -0.6 0.4 -0.6 -0.2082
C -2.324 1.782 0.072 -0.2 -0.4 0.2 0.0560
N -1.896 0.677 -0.527 0.8 0.0 -0.2 -0.4885
C -2.280 0.411 -1.779 0.0 -0.3 0.5 0.0490
C -3.226 1.164 -2.433 -0.6 1.6 0.1 -0.2001
H -3.633 3.465 0.004 0.1 0.3 0.2 0.2463
H -1.910 1.976 1.058 -0.2 0.1 -0.1 0.2197
H -1.776 -0.436 -2.235 -0.3 0.0 -0.1 0.2271
H -3.535 0.904 -3.428 -0.1 -0.1 -0.3 0.2523
```
Positions in Å, forces in eV/Å.

Calculated values
Energy relative to the best compared isomer or geometry (same formula, charge and spin) in kcal/mol: 0.00
Frontier orbital gap in hartree: 0.278
LUMO level in eV: -4.008
Molar mass in g mol⁻¹: 768.5
Charge: +1



# C22H22FN3O4S

A single C22H22FN3O4S molecule (the ωB97M-V functional and the def2-TZVPD basis, OMol25).

The geometry in XYZ format:
```
53
Properties=species:S:1:pos:R:3:forces:R:3:nbo_charge:R:1
C -7.651 -0.975 -0.340 0.4 0.2 0.1 -0.6171
C -6.423 -0.361 0.314 -0.3 0.0 0.2 -0.0627
O -5.389 -0.340 -0.651 0.1 0.0 -0.2 -0.4981
C -4.180 0.177 -0.313 0.2 0.0 0.0 0.3144
C -3.211 0.171 -1.319 -0.2 0.0 0.1 -0.2684
C -1.946 0.665 -1.086 0.0 0.0 0.1 -0.1610
C -1.624 1.196 0.162 -0.8 -0.1 0.1 0.0683
N -0.347 1.718 0.451 0.8 -0.4 0.5 -0.6734
C 0.403 2.426 -0.560 0.4 0.2 0.0 -0.3031
C 1.470 1.540 -1.201 -0.1 0.4 -0.3 0.6788
O 1.228 0.409 -1.572 0.0 -0.1 -0.1 -0.6328
N 2.666 2.139 -1.373 0.4 0.3 -0.1 -0.6038
C 3.804 1.410 -1.898 0.0 -0.1 -0.1 -0.2462
C 4.532 0.621 -0.841 0.1 -0.1 0.1 -0.0750
C 4.872 1.182 0.386 0.1 -0.3 -0.1 -0.1608
C 5.511 0.396 1.330 -0.1 0.1 -0.1 -0.2483
C 5.788 -0.925 1.011 0.1 0.1 0.2 0.0299
N 5.476 -1.467 -0.154 0.1 -0.5 -0.1 -0.4227
C 4.865 -0.713 -1.050 -0.1 0.4 -0.1 0.0360
S 0.589 0.886 1.566 -0.2 -0.2 0.4 2.3273
O -0.112 0.883 2.814 -0.3 -0.2 -0.1 -0.9288
O 1.884 1.509 1.520 0.1 -0.1 -0.3 -0.9628
C 0.727 -0.810 1.005 0.0 0.7 0.3 -0.3641
C -0.397 -1.607 0.902 -0.1 -0.1 0.0 -0.1556
C -0.264 -2.903 0.435 0.1 -0.1 -0.1 -0.2885
C 0.997 -3.365 0.097 0.0 0.2 0.1 0.4251
F 1.122 -4.625 -0.358 0.0 0.1 0.0 -0.3205
C 2.132 -2.583 0.225 -0.2 -0.1 0.0 -0.3053
C 1.982 -1.287 0.685 0.1 0.0 0.0 -0.0867
C -2.583 1.204 1.166 0.1 0.1 -0.2 -0.1862
C -3.848 0.692 0.938 -0.3 -0.2 0.0 -0.3080
H -7.950 -0.380 -1.198 -0.1 0.0 -0.1 0.2145
H -8.470 -1.011 0.373 -0.1 0.0 0.1 0.2137
H -7.426 -1.982 -0.678 0.0 -0.1 0.0 0.2147
H -6.116 -0.961 1.182 0.0 0.1 -0.1 0.1717
H -6.644 0.660 0.653 0.1 -0.1 0.0 0.1720
H -3.475 -0.241 -2.280 0.0 -0.1 -0.1 0.2267
H -1.197 0.617 -1.860 0.1 0.0 -0.1 0.2322
H -0.289 2.769 -1.333 0.1 0.0 0.1 0.2427
H 0.864 3.293 -0.080 0.0 0.0 -0.2 0.2161
H 2.858 2.978 -0.850 -0.2 0.0 0.0 0.3986
H 3.423 0.727 -2.661 0.1 0.1 0.0 0.2355
H 4.481 2.131 -2.368 -0.1 -0.1 0.0 0.2130
H 4.628 2.209 0.612 -0.1 0.1 0.0 0.2150
H 5.779 0.799 2.294 0.0 0.0 0.1 0.2246
H 6.278 -1.583 1.716 0.0 0.0 0.1 0.1964
H 4.620 -1.202 -1.984 -0.1 0.0 -0.1 0.1957
H -1.361 -1.221 1.189 -0.2 -0.1 0.0 0.2382
H -1.119 -3.552 0.330 -0.1 -0.1 0.0 0.2338
H 3.102 -2.976 -0.034 0.1 -0.1 0.0 0.2460
H 2.827 -0.633 0.808 0.2 0.0 -0.1 0.2308
H -2.318 1.592 2.136 0.0 0.1 0.1 0.2447
H -4.567 0.707 1.741 -0.1 0.0 0.0 0.2236
```
Positions in Å, forces in eV/Å.

Calculated values
Energy relative to the best compared isomer or geometry (same formula, charge and spin) in kcal/mol: 0.00
Frontier orbital gap in hartree: 0.326
LUMO level in eV: 0.537
Molar mass in g mol⁻¹: 443.5
SMILES: CCOc1ccc(N(CC(=O)NCc2cccnc2)S(=O)(=O)c2ccc(F)cc2)cc1



# C22H22LiN7OS

A molecular structure, C22H22LiN7OS (the ωB97M-V functional and the def2-TZVPD basis, OMol25).

The geometry in XYZ format:
```
54
Properties=species:S:1:pos:R:3:forces:R:3:nbo_charge:R:1
Li -0.084 -0.163 -1.267 -0.4 0.5 0.5 0.8756
C 0.514 3.818 2.960 -1.5 -0.1 -0.4 -0.6760
C 0.995 2.626 2.224 -1.3 -0.8 -1.4 0.1046
N 0.136 1.831 1.632 3.9 -0.4 -0.2 -0.2190
N -1.107 1.810 1.981 -3.4 -1.7 -0.6 -0.4658
C -1.812 0.889 1.197 2.6 1.5 -0.7 0.6297
O -1.498 0.500 0.013 -0.1 0.2 1.5 -0.8017
C -2.978 0.281 1.831 -0.9 1.7 1.7 -0.1404
C -3.257 -1.026 1.690 -1.0 -2.9 -1.1 -0.1804
C -4.540 -1.547 2.082 1.1 -1.4 -1.4 -0.2189
C -5.481 -0.799 2.763 1.5 -0.3 -0.5 -0.2315
C -5.051 0.460 3.138 0.4 0.8 -0.3 -0.2242
C -3.848 0.988 2.691 0.0 1.5 0.0 -0.1546
C 2.429 2.460 2.000 2.0 -0.1 0.2 0.1997
C 3.212 3.635 1.942 -1.4 -0.3 0.2 -0.2389
C 4.558 3.609 2.071 1.0 0.5 -0.1 -0.1869
C 5.248 2.397 2.076 -1.1 -0.4 0.0 -0.2941
C 4.451 1.269 1.969 -1.3 0.4 0.0 0.0309
N 3.093 1.283 2.016 -0.1 0.0 -0.5 -0.4202
H -0.525 3.922 2.570 0.7 0.6 0.5 0.2406
H 1.120 4.701 2.812 -0.2 0.2 0.0 0.2019
H 0.411 3.625 4.012 0.1 0.0 0.7 0.2178
H -2.511 -1.683 1.151 -1.2 0.7 0.6 0.2158
H -4.758 -2.568 1.659 0.1 1.0 0.9 0.2010
H -6.452 -1.170 2.978 -0.6 -0.3 0.2 0.2140
H -5.693 1.120 3.674 -0.4 0.3 0.5 0.2073
H -3.624 2.052 2.968 -0.1 -1.2 -0.4 0.2328
H 2.699 4.578 1.903 0.1 0.2 -0.1 0.2033
H 5.001 4.595 2.155 0.6 -0.2 -0.1 0.2093
H 6.294 2.248 2.190 0.7 0.3 0.0 0.2131
H 4.895 0.287 1.840 0.0 -0.1 0.3 0.1812
C 1.628 -3.669 -3.366 -1.5 1.0 -3.2 -0.6903
C 0.709 -2.451 -3.028 1.7 0.2 0.1 0.2259
N 1.161 -1.282 -2.711 0.9 -0.7 -0.9 -0.2386
N 2.486 -0.970 -2.934 -1.0 0.3 0.7 -0.4604
C 2.899 0.285 -2.496 0.1 -0.1 0.2 0.2447
N 4.084 0.713 -2.959 2.1 0.9 -0.6 -0.7953
S 2.061 1.218 -1.432 -0.5 0.1 0.1 -0.1529
C -0.748 -2.525 -2.871 -2.3 -1.7 -0.2 0.1545
C -1.581 -3.525 -3.434 1.5 0.6 -1.0 -0.2433
C -2.912 -3.641 -3.080 -1.3 0.0 0.1 -0.1714
C -3.466 -2.785 -2.101 1.7 -0.4 0.2 -0.2402
C -2.578 -1.751 -1.694 -2.5 0.7 -0.1 0.0625
N -1.344 -1.605 -2.124 1.0 0.4 0.9 -0.4872
H 2.238 -3.505 -4.322 -0.7 0.2 1.2 0.2250
H 1.058 -4.582 -3.634 0.2 0.6 0.7 0.2481
H 2.318 -3.829 -2.598 0.9 -0.4 1.4 0.2374
H 3.118 -1.652 -3.314 0.1 0.0 -0.1 0.3853
H 4.729 0.149 -3.545 -1.0 0.6 0.7 0.3934
H 4.430 1.676 -2.667 -0.9 -2.1 -0.4 0.4394
H -1.180 -4.070 -4.304 -0.3 -0.2 0.8 0.2159
H -3.529 -4.371 -3.646 0.4 0.5 0.7 0.2269
H -4.415 -2.960 -1.553 0.6 0.4 -0.9 0.2421
H -3.002 -0.895 -1.106 0.8 -1.0 -0.3 0.2528
```
Positions in Å, forces in eV/Å.

Calculated values
Frontier orbital gap in hartree: 0.195
LUMO level in eV: -0.810
Molar mass in g mol⁻¹: 439.5



# C22H22N2O5

A single C22H22N2O5 molecule (the ωB97M-V functional and the def2-TZVPD basis, OMol25).

The geometry in XYZ format:
```
51
Properties=species:S:1:pos:R:3:forces:R:3:nbo_charge:R:1
C -0.895 4.540 -0.031 0.0 0.3 0.0 -0.2536
O -0.646 3.161 -0.138 0.0 -0.4 -0.2 -0.5103
C -0.852 2.555 -1.345 0.0 -0.2 0.1 0.3593
C -1.286 3.197 -2.493 0.0 0.2 0.1 -0.3104
C -1.460 2.484 -3.671 0.0 -0.1 -0.1 -0.2075
C -1.206 1.127 -3.710 -0.1 0.1 -0.2 -0.2350
C -0.787 0.470 -2.566 0.1 0.1 0.2 -0.2067
C -0.607 1.165 -1.376 -0.3 0.2 -0.3 0.0572
N -0.077 0.608 -0.229 0.1 -0.5 0.4 -0.5379
C -0.347 -0.531 0.273 -0.1 0.6 -0.3 0.5828
O -1.343 -1.297 -0.281 0.1 0.2 -0.1 -0.4744
C -1.698 -2.491 0.239 -0.1 -0.9 0.5 0.4361
C -2.731 -3.182 -0.381 0.1 0.1 0.0 -0.3591
C -3.124 -4.416 0.116 0.4 0.3 0.2 0.3431
O -4.123 -5.130 -0.447 -0.2 -0.1 -0.1 -0.6501
C -2.480 -4.960 1.235 -0.2 -0.1 -0.1 -0.2903
C -1.460 -4.273 1.844 -0.1 0.2 -0.2 -0.1199
C -1.046 -3.026 1.362 -0.3 0.2 -0.4 -0.2128
C 0.003 -2.251 1.939 0.2 0.7 -0.2 -0.0463
C 0.351 -1.039 1.437 -0.1 -1.0 0.4 -0.2258
C 1.486 -0.319 2.113 -0.1 0.3 0.0 0.6701
O 2.171 -0.894 2.941 0.1 -0.3 0.1 -0.6425
N 1.633 0.971 1.772 0.1 0.3 -0.1 -0.6328
C 2.769 1.751 2.183 0.5 0.0 0.0 -0.2429
C 3.584 2.265 0.980 -0.1 0.2 0.5 0.0914
C 2.776 3.218 0.073 0.1 -0.1 0.0 -0.4388
C 2.981 2.650 -1.333 0.1 -0.2 0.1 -0.4334
C 3.294 1.184 -1.036 -0.2 0.0 -0.4 -0.0690
O 4.036 1.195 0.165 0.1 -0.1 0.2 -0.5266
H -1.941 4.779 -0.249 0.0 0.0 0.0 0.1794
H -0.243 5.120 -0.693 0.0 0.0 0.0 0.1766
H -0.678 4.799 1.005 0.0 0.0 -0.1 0.2023
H -1.485 4.257 -2.488 0.0 0.1 0.0 0.2179
H -1.792 3.002 -4.557 0.0 0.0 -0.1 0.2135
H -1.333 0.575 -4.629 0.0 0.0 -0.1 0.2135
H -0.571 -0.587 -2.593 0.0 -0.1 0.0 0.2172
H -3.214 -2.744 -1.243 -0.1 0.1 -0.1 0.2212
H -4.488 -4.657 -1.206 0.1 0.0 0.1 0.4844
H -2.808 -5.921 1.596 0.0 -0.1 0.1 0.2310
H -0.961 -4.687 2.706 0.1 -0.1 0.1 0.2223
H 0.542 -2.629 2.796 0.1 0.0 0.1 0.2493
H 1.031 1.317 1.027 0.0 -0.1 0.1 0.4418
H 3.397 1.101 2.798 -0.1 0.2 0.0 0.2397
H 2.444 2.611 2.780 0.1 0.0 0.0 0.1884
H 4.482 2.756 1.378 -0.2 0.0 0.0 0.1822
H 3.129 4.243 0.160 -0.1 0.0 0.0 0.2160
H 1.721 3.189 0.341 0.0 0.1 0.0 0.2100
H 2.104 2.761 -1.967 0.0 0.0 -0.1 0.2175
H 3.836 3.123 -1.818 0.0 0.0 0.0 0.2034
H 3.912 0.705 -1.797 -0.1 0.0 0.0 0.1879
H 2.364 0.611 -0.914 0.1 0.0 0.0 0.1705
```
Positions in Å, forces in eV/Å.

Calculated values
Energy relative to the best compared isomer or geometry (same formula, charge and spin) in kcal/mol: 44.45
Frontier orbital gap in hartree: 0.283
LUMO level in eV: -0.185
Molar mass in g mol⁻¹: 394.4
SMILES: COc1ccccc1/N=c1\oc2cc(O)ccc2cc1C(=O)NC[C@@H]1CCCO1



# C22H22N8O2S

A single C22H22N8O2S molecule (the ωB97M-V functional and the def2-TZVPD basis, OMol25).

The geometry in XYZ format:
```
55
Properties=species:S:1:pos:R:3:forces:R:3:nbo_charge:R:1
C -0.408 -4.143 -1.679 0.0 -0.1 0.0 -0.3558
C -0.166 -3.668 -0.473 0.1 0.0 0.1 -0.2175
C 1.123 -3.888 0.270 -0.3 -0.5 -0.3 -0.2597
N 1.534 -2.692 0.964 0.2 0.7 0.6 -0.3561
C 2.352 -1.676 0.544 0.0 0.0 0.1 0.3095
C 3.054 -1.627 -0.765 0.3 -0.1 0.1 -0.2610
N 2.119 -1.677 -1.855 -0.6 0.4 -0.2 -0.2090
N 2.234 -2.587 -2.833 0.9 -0.6 0.2 -0.0269
N 1.298 -2.458 -3.676 -0.3 -0.3 -0.7 -0.2205
C 0.487 -1.434 -3.284 0.3 0.7 1.1 0.0399
C -0.678 -0.902 -3.837 0.1 -0.1 0.0 -0.1891
C -1.274 0.132 -3.158 -0.2 0.0 -0.2 -0.2265
C -0.741 0.647 -1.966 0.1 0.0 0.1 -0.1870
C 0.413 0.148 -1.406 0.0 0.2 0.2 -0.2589
C 1.018 -0.907 -2.080 -0.3 -0.3 -0.8 0.1543
N 2.400 -0.738 1.445 0.7 0.4 -0.9 -0.2712
N 1.622 -1.102 2.475 -0.3 -0.5 0.6 -0.3687
C 1.093 -2.266 2.182 0.2 0.1 0.0 0.1890
S -0.019 -3.176 3.153 -0.2 -0.3 0.2 0.2927
C -0.400 -1.951 4.451 0.0 0.0 -0.4 -0.6034
C -1.383 -0.910 3.910 0.0 0.0 0.2 0.6481
O -2.577 -1.013 4.044 -0.2 -0.1 0.1 -0.5748
N -0.742 0.098 3.262 1.0 0.3 0.0 -0.4743
N -1.407 1.033 2.556 -0.7 0.2 -0.3 -0.2025
C -0.720 1.819 1.827 0.7 -0.7 0.5 0.0320
C -1.347 2.828 1.006 -0.2 0.6 -0.5 -0.1765
C -2.720 3.059 1.076 0.3 0.0 -0.1 -0.1444
C -3.321 4.011 0.279 -0.1 0.1 -0.1 -0.2443
C -2.549 4.747 -0.605 -0.1 -0.1 0.1 -0.1820
C -1.184 4.534 -0.698 0.3 0.0 -0.1 -0.3240
C -0.567 3.579 0.100 -0.4 -0.1 0.2 0.3961
O 0.764 3.291 0.063 -0.3 -0.2 0.3 -0.5198
C 1.584 3.981 -0.847 0.2 0.1 -0.2 -0.2529
H -1.350 -3.976 -2.169 -0.2 0.1 -0.1 0.2110
H 0.324 -4.712 -2.228 0.2 -0.1 -0.1 0.2039
H -0.911 -3.096 0.065 -0.1 0.1 0.0 0.2156
H 0.981 -4.670 1.026 0.2 0.0 -0.1 0.2290
H 1.916 -4.195 -0.417 0.0 0.0 0.1 0.2305
H 3.633 -0.697 -0.794 0.0 -0.2 0.0 0.2447
H 3.731 -2.478 -0.889 -0.1 0.1 -0.1 0.2475
H -1.081 -1.300 -4.753 -0.1 0.0 -0.1 0.2282
H -2.182 0.570 -3.544 -0.1 0.0 0.0 0.2188
H -1.257 1.458 -1.474 0.0 0.1 0.1 0.2255
H 0.826 0.554 -0.496 0.0 0.1 0.1 0.2324
H -0.878 -2.524 5.244 0.0 0.1 -0.1 0.2615
H 0.540 -1.518 4.786 0.0 0.0 0.1 0.2500
H 0.284 0.041 3.158 -0.5 -0.1 0.1 0.4098
H 0.372 1.748 1.780 -0.1 0.0 0.1 0.1841
H -3.291 2.465 1.773 -0.1 -0.1 0.1 0.2398
H -4.385 4.182 0.342 -0.1 0.0 0.0 0.2169
H -3.008 5.496 -1.234 0.0 0.1 0.0 0.2144
H -0.609 5.119 -1.399 0.1 0.0 0.0 0.2188
H 1.276 3.799 -1.881 0.0 0.0 0.0 0.1805
H 1.590 5.058 -0.649 0.0 0.0 0.0 0.1792
H 2.587 3.584 -0.695 -0.1 0.1 0.0 0.2029
```
Positions in Å, forces in eV/Å.

Calculated values
Frontier orbital gap in hartree: 0.312
LUMO level in eV: 0.315
Molar mass in g mol⁻¹: 462.5
SMILES: C=CCn1c(Cn2nnc3ccccc32)nnc1SCC(=O)N/N=C/c1ccccc1OC